(1)
Density functional theory data (ωB97M-V/def2-TZVPD) for a cluster of 2 separate species, C7H8O in total at a distorted geometry.

Geometry as XYZ:
```
16
C7H8O, DFT ωB97M-V/def2-TZVPD
C 0.539 -1.617 0.151
C -0.285 -0.924 -0.821
C -1.154 0.344 -0.495
C -2.128 0.586 0.417
C 1.212 -0.646 -0.629
C 1.383 0.747 -0.119
C 1.651 1.768 0.417
H 1.368 -0.278 1.519
H 0.525 -2.675 -0.076
H -0.908 -1.401 -1.476
H -0.667 1.288 -1.159
H -2.542 1.687 0.430
H -2.635 -0.008 1.340
H 1.847 -0.694 -1.522
H 1.393 3.068 0.582
O 0.401 -1.244 1.444
```

Calculated values
* net charge: 0
* DFT total energy: -346.44153 Ha
* energy above the lowest of the compared OMol25 structures with the same formula, charge and spin: 209.6 kcal/mol
* E_HOMO: -9.178 eV

Atom charges from the Löwdin analysis, given in e for atoms 1 to 5: -0.429, -0.173, -0.174, -0.035, -0.188


(2)
Density functional theory data (ωB97M-V/def2-TZVPD) for a cluster of 11 separate species, C76H156F15N6O11 in total at a distorted geometry.

Geometry as XYZ:
```
264
C76H156F15N6O11, DFT ωB97M-V/def2-TZVPD
C 7.259 8.377 -1.134
C 6.671 7.221 -1.865
C 7.412 5.916 -1.469
C 6.989 4.758 -2.311
N 7.932 3.563 -2.286
C 9.246 3.894 -2.926
C 9.053 3.721 -4.468
C 7.700 2.924 -4.607
C 7.409 2.532 -3.140
C 8.265 3.149 -0.898
C 7.102 2.558 0.008
C 7.601 2.394 1.403
H 6.563 9.252 -1.207
H 8.247 8.635 -1.504
H 7.365 8.104 -0.052
H 6.804 7.429 -2.948
H 5.597 7.139 -1.655
H 7.241 5.858 -0.410
H 8.509 6.145 -1.437
H 7.032 5.117 -3.352
H 5.998 4.286 -2.105
H 9.965 3.201 -2.398
H 9.584 4.894 -2.632
H 9.914 3.251 -4.969
H 9.037 4.660 -4.999
H 7.835 2.066 -5.226
H 6.938 3.518 -5.175
H 8.066 1.675 -2.783
H 6.325 2.384 -2.969
H 8.697 3.997 -0.348
H 9.068 2.303 -1.078
H 6.898 1.682 -0.626
H 6.262 3.253 -0.063
H 7.945 3.371 1.840
H 8.521 1.763 1.386
H 6.819 1.930 1.966
C -1.027 -0.999 -0.740
C -1.089 -1.889 0.477
C -0.426 -1.120 1.664
C -0.155 -2.168 2.722
N 0.216 -1.630 4.091
C 0.616 -2.800 4.956
C -0.161 -2.642 6.332
C -0.674 -1.208 6.289
C -0.948 -1.004 4.823
C 1.311 -0.629 3.987
C 2.609 -1.151 3.375
C 3.642 -0.044 3.465
H -1.749 -0.202 -0.716
H -1.297 -1.587 -1.663
H -0.021 -0.656 -0.934
H -0.504 -2.808 0.400
H -2.060 -2.239 0.754
H -1.168 -0.336 1.992
H 0.473 -0.559 1.405
H 0.683 -2.807 2.346
H -1.040 -2.737 2.930
H 1.672 -2.791 5.210
H 0.403 -3.694 4.341
H 0.500 -2.813 7.158
H -1.016 -3.308 6.368
H -0.003 -0.545 6.829
H -1.525 -1.146 6.969
H -1.189 -0.011 4.493
H -1.762 -1.663 4.597
H 1.449 -0.079 4.891
H 0.919 0.114 3.311
H 2.451 -1.388 2.337
H 2.920 -2.051 3.937
H 3.616 0.500 4.421
H 3.412 0.667 2.648
H 4.671 -0.428 3.207
C -6.062 -2.601 -4.934
C -6.801 -2.052 -6.123
C -6.317 -0.710 -6.691
C -7.414 -0.014 -7.443
N -7.072 1.396 -7.864
C -6.926 2.289 -6.640
C -7.464 3.661 -6.990
C -8.739 3.245 -7.727
C -8.219 2.077 -8.580
C -5.830 1.489 -8.702
C -5.905 0.643 -9.972
C -4.629 0.718 -10.758
H -5.029 -2.685 -5.102
H -6.503 -3.559 -4.691
H -6.336 -2.010 -4.046
H -7.866 -1.965 -5.882
H -6.787 -2.785 -6.906
H -5.415 -0.901 -7.340
H -5.974 -0.088 -5.869
H -8.317 0.054 -6.790
H -7.726 -0.575 -8.336
H -5.869 2.254 -6.294
H -7.550 1.829 -5.856
H -6.842 4.282 -7.654
H -7.670 4.294 -6.120
H -9.150 4.058 -8.292
H -9.447 2.879 -6.951
H -7.860 2.430 -9.519
H -8.935 1.287 -8.834
H -4.983 1.189 -8.115
H -5.671 2.524 -8.968
H -6.699 0.999 -10.639
H -6.103 -0.392 -9.701
H -3.737 0.289 -10.235
H -4.410 1.717 -11.077
H -4.692 0.175 -11.728
C 7.278 -5.295 -0.484
C 6.459 -4.150 -0.012
C 5.420 -3.659 -1.081
C 4.175 -4.474 -0.868
N 2.954 -4.196 -1.674
C 1.850 -5.159 -1.176
C 2.084 -6.522 -1.908
C 2.949 -6.150 -3.150
C 3.007 -4.599 -3.162
C 2.502 -2.792 -1.562
H 6.647 -6.216 -0.489
H 8.093 -5.356 0.169
H 7.679 -5.146 -1.510
H 7.062 -3.293 0.345
H 5.876 -4.433 0.875
H 5.946 -3.627 -2.028
H 5.222 -2.626 -0.788
H 3.847 -4.313 0.182
H 4.391 -5.571 -1.020
H 0.917 -4.727 -1.441
H 1.952 -5.192 -0.088
H 1.204 -7.014 -2.207
H 2.579 -7.206 -1.211
H 2.365 -6.389 -4.022
H 3.916 -6.601 -3.311
H 2.050 -4.208 -3.642
H 3.822 -4.088 -3.738
H 2.268 -2.561 -0.518
H 1.558 -2.618 -2.046
H 3.295 -2.102 -1.958
C -4.788 -3.175 8.746
C -5.432 -1.916 8.225
C -4.514 -0.983 7.432
C -5.465 -0.010 6.769
N -4.848 1.078 5.856
C -4.749 2.443 6.452
C -4.555 3.320 5.191
C -5.352 2.555 4.101
C -5.929 1.339 4.803
C -3.477 0.683 5.363
H -3.853 -2.940 9.325
H -4.577 -3.910 7.940
H -5.541 -3.767 9.277
H -5.715 -1.240 8.967
H -6.389 -2.184 7.742
H -3.955 -1.593 6.686
H -3.808 -0.496 8.106
H -6.050 0.475 7.608
H -6.173 -0.477 6.119
H -3.879 2.536 7.106
H -5.641 2.709 6.980
H -3.532 3.449 4.949
H -5.025 4.299 5.287
H -4.716 2.272 3.247
H -6.171 3.175 3.698
H -6.010 0.384 4.189
H -6.823 1.609 5.353
H -3.120 1.389 4.602
H -3.685 -0.259 4.856
H -2.794 0.520 6.166
C -1.169 4.351 -0.327
N -0.295 4.583 0.854
C 0.999 5.108 0.383
C -0.976 5.587 1.788
C -0.024 3.302 1.614
C -1.293 2.567 2.112
O -2.247 3.228 2.875
H -2.108 3.926 0.035
H -0.684 3.577 -0.890
H -1.287 5.223 -0.896
H 0.851 6.016 -0.213
H 1.585 4.342 -0.042
H 1.587 5.454 1.262
H -0.979 6.495 1.222
H -0.473 5.566 2.761
H -2.057 5.311 2.012
H 0.694 3.583 2.420
H 0.420 2.580 0.940
H -0.836 1.745 2.674
H -1.844 1.931 1.350
H -1.633 3.651 3.650
C 2.663 -4.985 2.367
O 1.646 -5.780 3.109
O 2.216 -3.776 1.963
C 3.801 -4.921 3.471
F 4.878 -4.129 3.223
F 3.238 -4.487 4.657
F 4.242 -6.186 3.545
C 0.789 -6.331 2.173
C -0.505 -6.782 2.841
H -0.208 -7.422 3.653
H -0.938 -5.824 3.185
H -1.156 -7.306 2.153
H 1.278 -7.181 1.705
H 0.608 -5.499 1.480
H 2.983 -5.743 1.596
C -4.925 -1.670 3.320
O -4.427 -1.143 2.111
O -6.086 -1.068 3.587
C -5.049 -3.253 3.425
F -5.977 -3.818 2.651
F -3.843 -3.795 3.129
F -5.206 -3.592 4.740
C -5.093 -1.127 0.830
C -4.646 0.113 0.116
H -5.371 0.990 0.266
H -3.664 0.441 0.551
H -4.553 0.004 -0.978
H -6.190 -1.164 0.947
H -4.749 -2.050 0.233
H -4.140 -1.589 4.121
C 0.095 4.072 5.522
O 1.129 3.156 4.805
O -0.737 4.523 4.625
C -0.497 3.166 6.649
F 0.469 2.778 7.478
F -1.334 3.885 7.344
F -1.182 2.059 6.175
C 2.464 3.539 5.023
C 2.717 4.899 4.442
H 2.545 5.572 5.267
H 3.769 4.924 4.072
H 1.941 5.217 3.697
H 3.109 2.817 4.462
H 2.772 3.540 6.066
H 0.695 4.846 6.020
C 3.894 1.786 -1.919
O 3.128 1.620 -3.105
O 4.652 2.879 -1.901
C 2.805 1.728 -0.816
F 2.114 0.563 -0.912
F 3.304 1.867 0.439
F 1.869 2.674 -0.863
C 3.925 1.632 -4.223
C 3.129 1.244 -5.405
H 2.326 1.891 -5.264
H 3.585 1.456 -6.355
H 2.751 0.215 -5.284
H 4.752 0.953 -4.062
H 4.277 2.655 -4.359
H 4.502 0.961 -1.578
C -1.304 -3.582 -3.815
O -2.618 -4.284 -3.799
O -0.212 -4.340 -3.876
C -1.237 -2.507 -4.966
F -0.008 -2.047 -4.989
F -1.428 -3.147 -6.165
F -2.159 -1.444 -4.947
C -2.410 -5.492 -2.989
C -3.786 -6.026 -2.613
H -4.171 -5.334 -1.899
H -4.358 -6.084 -3.590
H -3.682 -7.027 -2.186
H -1.812 -5.218 -2.021
H -1.847 -6.208 -3.532
H -1.254 -2.938 -2.890
```

Calculated values
* net charge: +1
* DFT total energy: -5642.93005 Ha
* E_HOMO: -7.737 eV

Atom charges from the Löwdin analysis, given in e for atoms 1 to 5: -0.135, -0.272, -0.200, -0.089, -0.274


What did we get for E_LUMO? Answer: 0.0247, -0.0658 Ha, in the order shown.
What did we get for gap between HOMO and LUMO? Answer: 9.85, 5.95 eV, in the order shown.